A molecular structure, C35H106BBrNO17PSi2. Source: the OMol25 dataset; level of theory: wB97M-V/def2-TZVPD.

## Properties
Energy: -6250.08877 hartree
Frontier orbital gap: 8.31 eV
Spin multiplicity: 1
E_HOMO: -7.81 eV

CARTESIAN COORDINATES (ANGSTROEM)
1 C -3.41 -8.22 -0.10
2 C -2.02 -8.51 -0.67
3 C -0.95 -7.96 0.27
4 C 0.45 -8.07 -0.32
5 C 0.71 -7.14 -1.52
6 C 0.10 -5.74 -1.34
7 C 0.91 -4.64 -2.06
8 C 0.95 -3.33 -1.24
9 C 0.50 -2.08 -2.02
10 C 1.41 -0.86 -1.80
11 Si 0.77 0.29 -0.44
12 C -0.85 1.01 -1.13
13 C -0.90 2.56 -1.15
14 C -2.26 3.14 -0.76
15 C -2.11 4.57 -0.18
16 C -3.33 5.42 -0.54
17 C -3.18 6.94 -0.32
18 C -1.79 7.52 -0.61
19 O 1.96 1.49 -0.23
20 Si 2.21 2.13 1.27
21 Br 0.31 2.66 2.35
22 C 3.12 3.79 1.00
23 N 2.45 4.89 1.75
24 C 3.08 5.01 3.08
25 P 3.56 0.82 2.51
26 C 4.56 -0.24 1.39
27 O 4.71 1.87 3.15
28 B 0.40 -0.85 1.17
29 C 1.35 -1.93 1.82
30 O -0.82 -0.73 1.78
31 H -3.63 -8.85 0.75
32 H -3.42 -7.20 0.26
33 H -4.16 -8.32 -0.88
34 H -1.86 -9.58 -0.75
35 H -1.92 -8.05 -1.64
36 H -1.21 -6.95 0.57
37 H -0.96 -8.57 1.17
38 H 0.54 -9.09 -0.69
39 H 1.21 -7.91 0.43
40 H 0.27 -7.59 -2.40
41 H 1.78 -7.08 -1.68
42 H -0.92 -5.72 -1.70
43 H 0.07 -5.52 -0.28
44 H 0.53 -4.47 -3.06
45 H 1.93 -5.00 -2.15
46 H 1.98 -3.17 -0.93
47 H 0.32 -3.40 -0.36
48 H -0.54 -1.86 -1.84
49 H 0.59 -2.35 -3.07
50 H 2.45 -1.13 -1.60
51 H 1.41 -0.26 -2.71
52 H -0.95 0.67 -2.15
53 H -1.72 0.64 -0.59
54 H -0.68 2.89 -2.16
55 H -0.16 3.03 -0.51
56 H -2.73 2.52 0.00
57 H -2.91 3.18 -1.63
58 H -1.19 4.97 -0.57
59 H -2.10 4.46 0.90
60 H -3.69 5.23 -1.54
61 H -4.13 5.10 0.12
62 H -3.51 7.24 0.67
63 H -3.87 7.42 -1.01
64 H -1.24 7.75 0.30
65 H -1.92 8.48 -1.11
66 H -1.19 6.91 -1.26
67 H 3.00 4.02 -0.06
68 H 4.17 3.71 1.25
69 H 2.72 5.74 1.26
70 H 2.46 5.65 3.71
71 H 4.09 5.41 2.98
72 H 3.14 4.05 3.57
73 H 5.58 -0.17 1.75
74 H 4.59 0.11 0.36
75 H 4.28 -1.27 1.47
76 H 4.47 2.09 4.06
77 H 0.75 -2.83 2.00
78 H 1.70 -1.62 2.80
79 H 2.16 -2.22 1.16
80 H -1.23 0.11 1.52
81 C -6.91 4.82 -0.84
82 O -6.26 5.86 -1.57
83 H -6.27 3.95 -0.82
84 H -7.09 5.15 0.19
85 H -7.86 4.56 -1.31
86 H -6.84 6.62 -1.56
87 C 3.02 -6.23 2.97
88 O 2.47 -5.93 1.69
89 H 3.40 -7.25 2.93
90 H 3.84 -5.55 3.21
91 H 2.26 -6.16 3.75
92 H 2.13 -5.03 1.72
93 C 4.13 0.70 -3.28
94 O 3.51 0.93 -4.55
95 H 4.56 -0.30 -3.29
96 H 4.92 1.43 -3.10
97 H 3.38 0.76 -2.49
98 H 3.13 1.82 -4.53
99 C -3.79 -2.35 -2.70
100 O -2.50 -1.90 -3.09
101 H -3.84 -2.32 -1.61
102 H -4.56 -1.70 -3.11
103 H -3.96 -3.37 -3.04
104 H -2.46 -1.93 -4.06
105 C 7.35 0.63 5.73
106 O 6.05 0.12 5.51
107 H 7.70 0.25 6.69
108 H 8.04 0.30 4.95
109 H 7.35 1.72 5.77
110 H 5.74 0.46 4.66
111 C -7.35 -4.10 -1.61
112 O -6.25 -4.40 -2.46
113 H -7.39 -3.02 -1.49
114 H -8.29 -4.45 -2.05
115 H -7.22 -4.56 -0.63
116 H -6.22 -5.36 -2.56
117 C -10.29 4.46 -3.55
118 O -9.58 3.54 -2.72
119 H -9.79 5.43 -3.47
120 H -10.27 4.14 -4.59
121 H -11.33 4.57 -3.22
122 H -10.02 2.69 -2.79
123 C 0.37 5.77 6.45
124 O 1.76 6.11 6.50
125 H 0.24 5.01 5.68
126 H 0.04 5.37 7.41
127 H -0.23 6.65 6.19
128 H 1.87 6.77 7.19
129 C -4.19 -6.81 -4.09
130 O -5.52 -7.01 -3.61
131 H -3.79 -5.92 -3.61
132 H -3.56 -7.67 -3.83
133 H -4.19 -6.67 -5.17
134 H -5.88 -7.80 -4.03
135 C -1.49 -4.51 -5.63
136 O -2.07 -3.22 -5.56
137 H -1.06 -4.74 -4.65
138 H -2.24 -5.26 -5.88
139 H -0.69 -4.54 -6.38
140 H -2.45 -3.01 -6.42
141 C 7.92 -1.32 -0.58
142 O 6.58 -1.79 -0.72
143 H 7.88 -0.24 -0.43
144 H 8.39 -1.78 0.29
145 H 8.51 -1.54 -1.47
146 H 6.62 -2.75 -0.85
147 C -7.22 8.03 1.75
148 O -7.85 8.29 0.50
149 H -6.78 7.04 1.71
150 H -6.44 8.76 1.96
151 H -7.96 8.05 2.56
152 H -8.24 9.16 0.54
153 C 6.45 6.46 4.59
154 O 5.73 7.07 5.65
155 H 7.50 6.74 4.69
156 H 6.37 5.37 4.65
157 H 6.08 6.81 3.62
158 H 4.80 6.82 5.56
159 C 10.42 -0.02 1.76
160 O 9.50 -0.92 2.37
161 H 9.88 0.54 1.00
162 H 10.82 0.68 2.50
163 H 11.25 -0.56 1.29
164 H 9.99 -1.42 3.04